Density functional theory data (ωB97M-V/def2-TZVPD) for a structure of composition C11H24ILiN3NbO.

Its charge is +2. The spin multiplicity is 1. Its HOMO energy (spin up / spin down) is -15.59 / -15.59 eV. As for the frontier orbital gap (spin up / spin down): 6.0543 / 6.0551 eV.

```
42
Properties=species:S:1:pos:R:3:forces:R:3:nbo_charge:R:1
I 0.165539 -1.845796 2.155482 0.50 1.37 -0.10 -0.09
Nb 0.177958 -0.120205 -0.048945 -0.49 -0.71 -1.77 1.72
O -3.941596 -0.581810 1.093392 1.21 -2.20 -1.13 -0.49
N 0.879687 -1.492152 -1.158202 0.34 0.99 1.97 -0.59
N 0.256615 1.740826 -0.958579 1.13 -1.80 2.04 -0.69
N -1.886128 -0.412664 0.021476 0.59 -1.14 -0.20 -0.88
C 1.254565 -3.141776 -2.889684 0.22 -0.24 -0.52 -0.63
C -0.043617 4.007149 -1.889357 0.04 0.15 0.22 -0.62
C -0.459056 -3.536433 -1.123535 -0.11 -0.35 0.26 -0.62
C 0.216725 2.027197 -3.390012 0.10 -0.22 -0.33 -0.62
C 1.704703 2.055029 -0.650023 -1.24 0.35 -0.40 -0.43
C -0.797560 -1.756392 -2.821310 -0.30 0.29 -0.78 -0.62
C -2.942821 -0.848825 0.484536 -0.35 4.31 1.20 0.88
C -1.836447 2.296559 -2.017768 -0.52 -0.09 0.07 -0.60
C 0.216189 -2.498260 -1.999708 0.11 -0.33 -0.37 0.10
C -0.349841 2.527377 -2.061639 0.46 -0.43 -0.37 0.10
C 2.268244 -1.804086 -0.621093 -0.93 0.41 -0.79 -0.43
Li -2.641015 1.179409 1.399938 -0.38 0.01 0.04 0.97
H -0.359663 4.357150 -0.908343 -0.03 0.06 0.12 0.22
H 1.012395 4.246244 -2.017775 -0.01 -0.07 -0.05 0.23
H -0.889344 -4.317971 -1.752614 0.09 0.05 -0.01 0.26
H 1.800078 3.051851 -0.189179 -0.01 -0.58 0.20 0.26
H -0.303242 -1.043390 -3.488258 -0.10 -0.12 0.08 0.23
H 0.745270 -3.783170 -3.603129 -0.06 -0.10 -0.08 0.25
H 1.967421 -3.770799 -2.356569 -0.07 0.03 0.10 0.23
H -2.106056 1.238959 -2.043834 0.11 -0.03 -0.18 0.21
H 2.101293 1.310281 0.080866 0.21 0.02 0.14 0.19
H 2.949103 -1.715625 -1.462409 0.17 0.14 0.03 0.26
H -2.271082 2.724425 -1.111515 -0.02 0.16 0.10 0.19
H -0.596211 4.577357 -2.631793 -0.03 0.01 -0.09 0.25
H 1.804745 -2.401392 -3.468963 0.02 0.08 -0.02 0.23
H -0.049124 0.980561 -3.570883 -0.02 0.19 0.09 0.21
H 0.232708 -4.011909 -0.427195 0.05 -0.02 -0.06 0.23
H -2.307467 2.787220 -2.866621 -0.10 -0.01 0.00 0.26
H 2.332477 2.044709 -1.554972 -0.20 -0.33 0.31 0.24
H -0.197827 2.611437 -4.215059 0.11 0.00 0.08 0.25
H 2.564713 -1.077810 0.148616 0.07 -0.03 0.10 0.23
H -1.331628 -2.467437 -3.447362 -0.16 0.02 -0.03 0.26
H 2.307413 -2.810917 -0.209417 -0.19 0.09 0.26 0.26
H 1.309579 2.099928 -3.439416 -0.22 0.12 0.01 0.22
H -1.270405 -3.108199 -0.537476 -0.04 0.06 0.00 0.20
H -1.529391 -1.224051 -2.207172 0.04 -0.12 -0.12 0.20
```
Forces are in eV/Å.

Density functional theory data (ωB97M-V/def2-TZVPD) for a cluster of 5 separate species, C11H24N2O13 in total.

Its charge is 0. The spin multiplicity is 1. Its HOMO energy is -10.58 eV. As for the relative energy (zero: lowest compared OMol25 entry of this formula, charge and spin): 3.78 kJ/mol. Its SMILES is C[N+](=O)[O-].C[N+](=O)[O-].COC(=O)OC.COC(=O)OC.COC(=O)OC. As for the frontier orbital gap: 10.6845 eV.

```
50
Properties=species:S:1:pos:R:3:forces:R:3:nbo_charge:R:1
O -10.906277 15.297271 26.414848 -0.20 -0.27 -0.27 -0.39
O -16.508347 15.639162 28.982125 -0.18 0.15 0.35 -0.51
O -12.714397 12.635070 28.324404 -0.46 -0.15 -1.08 -0.65
O -9.238143 15.632422 27.731562 0.12 -0.29 -0.13 -0.39
O -15.835503 15.450906 26.900493 -0.13 0.80 -0.14 -0.53
O -8.397534 17.877036 29.907996 0.26 -0.22 -0.19 -0.49
O -12.385719 17.510510 31.615597 -0.37 0.31 -0.30 -0.38
O -12.265904 18.899705 29.976477 -0.38 0.07 0.12 -0.38
O -8.456258 19.897400 30.905492 0.03 0.57 -0.08 -0.65
O -9.108038 18.007517 31.918986 -0.48 -0.90 0.43 -0.49
O -11.824150 13.174286 30.300977 0.28 0.16 0.14 -0.50
O -10.561399 12.225537 28.878196 0.91 -0.64 0.14 -0.49
O -14.430044 16.218302 28.474907 0.86 0.59 0.47 -0.64
N -10.395720 15.781201 27.398906 0.26 0.61 0.18 0.54
N -12.830330 18.432487 30.946892 0.85 -0.70 0.60 0.53
C -11.227857 16.646537 28.287457 0.60 -0.37 -0.17 -0.48
C -13.015925 13.873893 30.658486 -0.15 -0.19 -0.11 -0.26
C -17.738935 15.020513 28.542841 0.54 -0.21 0.88 -0.25
C -11.780057 12.664774 29.066098 -0.39 0.48 1.04 0.98
C -15.495283 15.803747 28.146277 -0.86 -0.57 -0.91 1.00
C -7.911240 18.481930 28.703815 -0.40 -0.07 -0.08 -0.26
C -9.647893 18.743088 32.998786 0.59 0.76 0.78 -0.25
C -8.635195 18.711902 30.909793 0.02 0.05 -0.14 0.98
C -10.207632 11.774010 27.584652 -0.07 0.26 -1.20 -0.26
C -14.905108 15.842467 25.868726 0.38 -1.16 0.33 -0.26
C -14.108981 19.033136 31.392081 -0.20 0.43 -0.59 -0.48
H -7.100192 19.176668 28.905314 0.01 -0.04 0.01 0.20
H -14.226073 19.905003 30.754472 -0.28 0.02 0.19 0.23
H -15.429260 15.604262 24.951010 0.13 0.11 -0.15 0.20
H -18.399499 15.213212 29.385034 -0.24 0.03 -0.25 0.20
H -10.333736 12.606672 26.886036 0.09 -0.13 -0.02 0.20
H -13.023995 14.878662 30.236276 0.10 0.02 0.12 0.19
H -8.845909 19.209680 33.580354 0.04 0.15 -0.27 0.18
H -10.305503 19.532686 32.641075 -0.13 -0.08 0.01 0.19
H -10.557380 17.397842 28.685654 -0.11 0.05 0.04 0.24
H -17.550027 13.947964 28.502476 -0.22 0.01 -0.36 0.19
H -14.575288 16.877847 25.903236 -0.37 0.10 0.26 0.19
H -10.137190 18.085177 33.710804 -0.25 -0.36 -0.52 0.20
H -18.113053 15.423191 27.609211 0.05 0.03 -0.01 0.20
H -8.744684 19.004088 28.228452 0.16 0.16 -0.03 0.18
H -14.906686 18.312676 31.234752 0.10 -0.11 -0.10 0.25
H -10.790638 10.934507 27.201040 -0.28 0.05 0.44 0.19
H -9.165852 11.468497 27.588550 0.03 0.16 0.36 0.20
H -11.505003 15.966254 29.089605 -0.42 0.27 0.05 0.24
H -14.058132 19.289766 32.443956 0.25 -0.06 0.03 0.24
H -12.991804 13.891417 31.743439 -0.20 0.17 -0.01 0.20
H -13.897188 13.360110 30.274052 0.04 -0.09 0.17 0.20
H -14.036311 15.196750 26.009240 0.13 0.17 -0.39 0.21
H -7.610141 17.657117 28.065429 0.12 0.02 0.09 0.21
H -12.040341 17.041739 27.693803 -0.23 -0.12 0.26 0.24
```
Forces are in eV/Å.

Density functional theory data (ωB97M-V/def2-TZVPD) for a structure of composition C11H24N2O2PtSSe2.

Its charge is 0. The spin multiplicity is 3. Its HOMO energy (spin up / spin down) is -5.81 / -6.57 eV. As for the frontier orbital gap (spin up / spin down): 5.9807 / 6.0021 eV.

```
43
Properties=species:S:1:pos:R:3:forces:R:3:lowdin_spin:R:1
Pt 0.283387 0.267511 -0.531303 0.44 0.38 0.60 1.12
Se 0.638458 -2.096841 -0.843859 -0.14 -0.09 0.06 0.28
Se -2.144645 0.645582 -0.651952 -0.19 -0.08 0.11 0.22
S 0.921245 0.997598 1.888091 -0.14 -0.28 -0.67 0.13
O -4.668797 -3.216018 0.136026 0.20 0.04 -0.13 0.00
O -2.079262 -3.393627 1.797378 -0.03 0.21 -0.06 0.00
N 0.691618 2.688349 -0.759002 -0.13 0.01 -0.07 0.06
N 2.729497 0.752749 -0.733136 0.11 0.05 -0.01 0.06
C 1.035601 2.800486 1.691996 0.04 -0.01 0.16 0.01
C 2.827698 1.840725 -1.702872 -0.21 -0.03 0.08 0.01
C 2.636747 0.417674 1.716443 -0.03 0.07 0.15 0.01
C -2.369514 -2.370640 -0.356449 -0.03 -0.01 -0.06 0.01
C 3.417075 0.973651 0.536854 -0.13 -0.04 -0.08 0.00
C -3.437729 -3.476863 -0.533530 -0.20 0.09 0.04 0.00
C 0.255698 3.311016 0.487811 0.10 -0.11 -0.05 0.01
C 2.021875 3.061869 -1.242982 -0.02 -0.16 0.06 0.01
C -1.124093 -2.952894 -1.036957 0.11 0.02 0.02 0.02
C -2.191014 -2.120853 1.132355 -0.06 -0.21 -0.02 0.00
C -2.901027 -1.121620 -1.073464 0.10 0.04 -0.01 0.02
H 1.960516 3.770399 -2.068983 0.01 0.07 -0.07 0.00
H -4.521033 -3.360776 1.076628 0.06 -0.03 -0.01 0.00
H -1.306871 -3.002909 -2.108195 -0.05 -0.04 -0.07 0.00
H 3.861492 2.147030 -1.888914 0.11 0.06 -0.03 0.00
H -1.608176 -3.265912 2.623832 0.00 0.03 0.00 0.00
H 4.411580 0.518339 0.548239 0.05 -0.03 -0.03 0.00
H 3.576665 2.042671 0.668008 0.03 0.04 0.00 0.00
H -0.016477 2.810948 -1.468806 -0.04 0.06 -0.09 0.00
H -0.965997 -3.969777 -0.680879 0.04 -0.01 0.05 0.00
H 3.175011 0.604305 2.646145 0.02 0.01 0.01 0.00
H 0.612723 3.241741 2.591052 0.00 0.06 0.08 0.00
H -2.803799 -1.265911 -2.147559 -0.01 -0.04 -0.05 0.00
H -3.673573 -3.565814 -1.594611 -0.07 0.01 -0.03 0.00
H -3.958401 -1.022382 -0.842145 -0.10 0.02 0.03 0.01
H -1.313259 -1.509567 1.301334 0.26 0.09 0.04 0.00
H -3.054901 -1.564429 1.505027 -0.07 -0.03 0.06 0.00
H 2.503985 -0.658600 1.603068 0.03 -0.07 0.03 0.00
H 0.338817 4.403717 0.465792 0.03 0.06 -0.03 0.00
H 2.999954 -0.124213 -1.151924 0.06 -0.10 -0.05 0.00
H 2.553169 3.576181 -0.441463 0.01 0.02 0.04 0.00
H -0.795352 3.057652 0.621455 -0.07 0.00 -0.02 0.00
H 2.414095 1.471661 -2.641687 -0.01 -0.03 0.00 0.00
H 2.088203 3.083831 1.662604 -0.05 0.01 -0.02 0.00
H -3.021209 -4.426030 -0.199482 0.01 -0.08 0.03 0.00
```
Forces are in eV/Å.

Density functional theory data (ωB97M-V/def2-TZVPD) for a cluster of 6 separate species, C11H24N3O6S2 in total.

Its charge is -1. The spin multiplicity is 1. Its HOMO energy is -6.09 eV. As for the relative energy (zero: lowest compared OMol25 entry of this formula, charge and spin): 0.00 kJ/mol. As for the frontier orbital gap: 8.5477 eV.

```
46
Properties=species:S:1:pos:R:3:forces:R:3:nbo_charge:R:1
S 20.364290 -9.809720 35.428920 2.90 -0.39 -0.55 1.20
S 14.421490 -10.789310 35.225510 0.86 -1.54 -3.02 1.21
O 18.461310 -9.256760 38.332760 1.08 0.35 -0.21 -0.55
O 21.247310 -10.233740 34.239220 -1.34 0.74 1.42 -0.98
O 13.807540 -11.567780 34.062890 -0.91 0.70 1.15 -1.01
O 17.665440 -5.190910 40.975540 0.85 -0.25 -0.53 -0.58
O 16.455900 -9.911870 38.074060 0.19 -0.77 -0.69 -0.59
O 18.125190 -11.265250 37.598400 -0.34 0.17 -0.09 -0.56
N 17.695280 -10.156700 37.976330 -1.12 0.34 0.82 0.71
N 13.371900 -7.921620 40.374830 -0.24 -1.06 -1.88 -0.36
N 18.882350 -16.984020 38.618530 -0.09 1.09 -0.69 -0.37
C 17.176400 -5.697100 39.984210 -1.65 1.17 0.12 0.60
C 21.199180 -10.512590 36.977510 -1.45 0.15 0.82 -0.82
C 16.179020 -11.173210 34.775860 -0.16 1.66 1.38 -0.76
C 18.639730 -15.943070 38.168560 -0.10 -3.27 2.55 0.30
C 15.815360 -6.267350 40.083580 -0.63 -0.61 0.20 -0.72
C 13.203720 -9.210070 38.096030 0.42 0.08 0.43 -0.73
C 13.323810 -8.489880 39.358460 -0.23 0.72 2.19 0.31
C 14.372370 -9.010610 34.794630 0.23 0.21 0.69 -0.83
C 20.668430 -7.974540 35.739150 -0.22 -0.41 0.18 -0.80
C 17.712910 -5.621570 38.591090 1.63 -0.34 1.12 -0.75
C 18.305060 -14.673380 37.675230 0.19 0.40 -1.53 -0.73
H 16.378860 -11.027290 33.714320 -0.57 -0.18 0.01 0.23
H 14.266940 -8.767020 33.737440 0.27 -0.50 -0.02 0.24
H 20.658910 -11.431040 37.206990 -0.24 -0.01 -0.38 0.25
H 15.164830 -6.105770 39.224040 0.24 0.28 -0.15 0.21
H 13.540470 -10.241360 38.201660 0.07 0.10 0.10 0.28
H 13.902230 -8.712280 37.423430 -0.33 -0.17 -0.28 0.26
H 18.512910 -4.888750 38.696250 -0.24 0.51 -0.88 0.23
H 15.321320 -5.867960 40.969300 0.04 -0.43 0.04 0.23
H 20.955400 -7.415170 34.848730 0.23 -0.63 -0.26 0.23
H 15.920160 -7.352060 40.106420 -0.11 -0.15 0.36 0.26
H 17.968160 -13.924890 38.392430 0.33 -0.06 -0.17 0.29
H 17.575160 -14.865820 36.888900 -0.22 0.50 0.00 0.25
H 16.441780 -12.164520 35.145140 -0.20 0.20 -0.05 0.24
H 19.715730 -7.536840 36.037300 -0.02 -0.25 0.37 0.23
H 13.563290 -8.519540 35.335300 -0.27 -0.33 -0.10 0.22
H 20.883950 -9.867680 37.797760 -0.22 0.22 -0.09 0.25
H 21.415090 -7.844550 36.522540 -0.10 -0.01 -0.09 0.22
H 19.252950 -14.501830 37.165160 -0.11 1.46 -0.19 0.26
H 22.241160 -10.755440 37.185830 0.40 0.57 -1.36 0.23
H 16.712890 -10.402330 35.331580 0.65 -0.37 0.13 0.22
H 16.934040 -5.517180 37.835730 0.38 0.25 0.09 0.23
H 12.158240 -9.207210 37.787690 0.17 0.17 -0.30 0.24
H 15.272400 -8.590030 35.243140 0.22 0.11 -0.25 0.24
H 18.268570 -6.550200 38.460760 -0.24 -0.43 -0.42 0.27
```
Forces are in eV/Å.

Density functional theory data (ωB97M-V/def2-TZVPD) for a cluster of 3 separate species, C11H24N4O9P in total.

Its charge is +1. The spin multiplicity is 1. Its HOMO energy is -12.28 eV. As for the frontier orbital gap: 7.7700 eV.

```
49
Properties=species:S:1:pos:R:3:forces:R:3:nbo_charge:R:1
P 0.488975 2.591648 -1.485064 1.19 -1.47 -6.27 2.12
O 5.901485 -0.880695 -2.428887 -0.69 -1.46 0.00 -0.65
O 2.233173 2.263591 -1.412229 -3.77 2.18 2.38 -0.90
O 0.377877 4.356534 -1.641171 0.08 -3.18 2.74 -0.92
O -4.188207 -0.834199 3.982163 0.26 -0.71 -0.46 -0.49
O -3.443568 -2.884906 4.241743 -0.62 1.16 -0.71 -0.49
O -0.081722 1.881478 -2.776493 1.77 2.79 5.37 -0.98
O -3.637761 -2.044311 2.111679 -0.17 0.32 1.40 -0.66
O 4.081444 -2.275288 -2.583947 0.96 -0.03 0.28 -0.50
O 6.092793 -3.157525 -2.642242 -0.83 0.93 0.20 -0.49
N -3.693377 4.812043 0.122518 -3.58 -3.63 0.29 -0.38
N -4.236224 2.354656 0.186388 2.70 7.15 -0.01 -0.41
N -2.472498 4.150341 0.118531 -0.87 -3.77 0.14 -0.41
N -1.728136 1.707737 0.158338 -0.87 0.19 -0.03 -0.58
C -2.928590 -4.115408 3.718203 0.40 -0.68 -0.32 -0.07
C 3.175257 -0.394008 -3.836038 0.25 0.11 -0.20 -0.64
C -3.753169 -1.937722 3.321746 0.36 -0.50 -0.01 0.99
C 5.406588 -1.991334 -2.531363 0.21 0.30 -0.21 0.98
C 3.200633 -1.146951 -2.517171 -0.30 0.52 -0.18 -0.07
C -2.729655 2.650183 0.154431 -2.10 2.61 -0.15 0.60
C -4.813623 3.767535 0.184241 4.84 -0.86 -0.21 0.25
C -1.484865 -3.958836 3.273096 0.14 0.29 -0.14 -0.64
C -0.240094 1.979275 0.169934 0.07 0.66 1.37 -0.59
C -4.446109 0.279676 3.131373 -0.28 0.25 -0.15 -0.25
C 7.506211 -2.987863 -2.709631 0.66 -0.02 -0.02 -0.26
H 2.925523 -1.069300 -4.660300 -0.12 0.05 0.17 0.22
H -1.073085 -4.919386 2.950705 -0.08 0.10 0.09 0.23
H 7.969722 -3.977748 -2.673040 -0.38 0.10 -0.01 0.20
H -3.505372 0.659039 2.720307 -0.10 -0.09 -0.09 0.16
H 4.153036 0.040390 -4.067863 -0.16 -0.04 0.18 0.23
H -5.954459 4.115538 0.223244 2.92 -1.05 -0.14 0.30
H -1.396935 -3.253591 2.440393 -0.12 -0.20 0.05 0.21
H -0.053229 2.839165 0.962398 -0.15 -1.92 -1.26 0.23
H -5.140375 0.014994 2.327273 0.27 -0.01 0.07 0.20
H -0.871114 -3.563743 4.088573 -0.09 -0.20 0.01 0.21
H -3.566320 -4.487743 2.907999 0.10 0.27 0.09 0.20
H 7.778743 -2.512666 -3.657150 -0.02 0.06 0.24 0.19
H 2.441414 0.416334 -3.804828 0.01 -0.13 0.02 0.22
H -2.028831 0.687226 0.199326 0.32 1.96 -0.20 0.48
H 2.534262 2.802222 -0.601226 -0.01 -1.14 -1.70 0.48
H 2.199126 -1.538833 -2.306793 0.32 -0.26 -0.03 0.19
H 0.539350 4.710595 -0.716742 0.14 -0.15 -1.53 0.47
H -1.563926 4.680337 0.074463 -1.64 -0.96 -0.13 0.45
H -4.903750 1.069224 3.734062 0.14 -0.33 0.12 0.20
H 3.472688 -0.493190 -1.680304 0.18 -0.11 -0.19 0.18
H -2.977671 -4.850183 4.529710 -0.16 0.42 0.00 0.20
H 0.338724 0.986181 0.472209 -1.32 2.27 -0.67 0.32
H -3.782803 5.862025 0.090028 0.25 -1.78 0.04 0.47
H 7.878446 -2.402537 -1.862593 -0.14 0.01 -0.25 0.20
```
Forces are in eV/Å.

Number 1: total energy -28154.730 eV. Number 2: total energy -41388.176 eV. Number 3: total energy -163645.241 eV. Number 4: total energy -50217.259 eV. Number 5: total energy -45463.284 eV.